1.
ORCA calculation (ωB97M-V/def2-TZVPD) on 2 unconnected molecules or ions with the total composition C2H6BrP in a non-equilibrium geometry.

```
10
Properties=species:S:1:pos:R:3:forces:R:3
C -0.99188 1.41877 0.11134 -1.875 -5.128 0.011
C 0.79451 -0.34105 -0.68662 -1.582 -0.111 3.489
P -0.17906 -1.63901 0.19611 -2.225 2.880 -1.408
Br 2.38998 0.26031 0.08875 0.099 0.059 -0.478
H -1.08502 2.10236 -0.63094 -0.513 1.624 -2.242
H -0.52238 1.67584 0.94857 2.381 1.367 3.129
H -1.76459 0.62879 0.41240 0.855 1.386 -1.287
H 0.55416 -0.19181 -1.66873 0.108 0.664 -2.461
H 0.53266 -2.66849 -0.18182 2.006 -2.396 -0.076
H 0.27161 -1.24570 1.41094 0.747 -0.346 1.323
```
Positions in Å, forces in eV/Å.

Properties
LUMO (alpha / beta)   -0.1 / 0.2 eV
Orbital gap (alpha / beta)   8.596 / 8.430 eV
Strongest force on any atom   5.46 eV/Å
E_HOMO (alpha / beta)   -8.68 / -8.25 eV

***

2.
ORCA calculation (ωB97M-V/def2-TZVPD) on a molecular structure, C2H6CaO2 in a non-equilibrium geometry.

```
11
Properties=species:S:1:pos:R:3:forces:R:3
O -2.94721 1.44643 2.65474 -0.526 0.545 -0.066
Ca -1.49496 0.11031 2.43643 -0.190 -0.130 0.994
C -0.11367 -0.19367 -0.47172 0.859 -3.728 -1.499
C 1.16208 0.30571 -1.09058 -0.165 0.879 -0.383
H -0.92399 0.52030 -0.65765 -0.198 -0.724 0.350
H -0.10457 -1.21098 -0.97775 -1.613 1.449 -0.149
H 1.30879 1.37135 -0.87412 0.579 -0.348 -0.033
H 2.01093 -0.34940 -0.84436 -0.133 0.492 -0.185
H 0.91835 0.21347 -2.20433 0.604 0.186 1.416
O -0.19694 -0.73411 0.91635 0.462 1.338 0.284
H 0.38121 -1.47940 1.11300 0.321 0.041 -0.728
```
Positions in Å, forces in eV/Å.

Properties
LUMO (alpha / beta)   -4.9 / -5.0 eV
Expectation value of S²   0.754
Orbital gap (alpha / beta)   9.759 / 8.874 eV
2S+1   2
Strongest force on any atom   4.11 eV/Å
E_HOMO (alpha / beta)   -14.69 / -13.84 eV
Charge   +1

***

3.
ORCA calculation (ωB97M-V/def2-TZVPD) on 2 unconnected molecules or ions with the total composition C2H6Cl2NOP in a non-equilibrium geometry.

```
13
Properties=species:S:1:pos:R:3:forces:R:3
C -0.06346 -1.35746 -0.43987 -1.537 -1.464 2.126
C -1.20328 -0.75649 0.57598 0.243 -1.257 -2.435
N -0.64050 0.29837 1.27045 0.595 2.162 0.023
O 0.18459 2.23339 -1.67622 -1.879 0.850 -1.776
P 0.85276 1.80883 -0.48574 1.065 -0.311 2.591
Cl 1.45180 3.37056 0.77786 -0.269 -0.738 -0.448
Cl 2.59168 0.98530 -1.11752 0.557 -0.317 0.391
H 0.02387 -0.68274 -1.27595 0.400 0.523 0.063
H 0.89931 -1.54973 0.16694 -1.446 0.137 -1.406
H -0.54637 -2.26099 -0.89687 0.962 0.307 0.584
H -2.05399 -0.51587 -0.09110 0.255 0.318 0.611
H -1.58360 -1.38804 1.41153 0.311 -0.615 -0.802
H 0.08719 -0.18513 1.78049 0.744 0.405 0.478
```
Positions in Å, forces in eV/Å.

Properties
LUMO (alpha / beta)   -1.1 / -2.3 eV
Orbital gap (alpha / beta)   8.248 / 7.874 eV
Strongest force on any atom   3.00 eV/Å
E_HOMO (alpha / beta)   -9.34 / -10.16 eV

***

4.
ORCA calculation (ωB97M-V/def2-TZVPD) on a single C2H6Cl2NOPS molecule in a non-equilibrium geometry.

```
14
Properties=species:S:1:pos:R:3:forces:R:3
C -0.03063 -0.64664 -1.40125 0.462 -0.190 -0.782
N -0.83721 -0.71673 -0.18443 0.407 -0.072 0.296
C -1.48476 0.54346 0.18572 -0.581 0.690 0.480
O -1.53780 -1.73490 -0.06324 -0.051 -0.081 0.079
S 0.70676 -0.76697 1.36403 0.128 -0.066 0.039
P 2.33249 0.42166 0.77862 -0.653 -0.428 -0.938
Cl 3.60474 -0.01563 2.26839 0.484 -0.260 0.681
Cl 1.74797 2.30726 1.32800 -0.176 0.609 0.182
H -0.70564 -0.56549 -2.25462 -0.140 0.043 0.092
H 0.64354 0.20464 -1.37605 -0.054 0.056 0.063
H 0.54036 -1.56559 -1.49620 -0.073 0.001 0.117
H -2.37889 0.66498 -0.42617 0.070 -0.144 -0.191
H -1.79113 0.48630 1.22867 0.079 -0.073 -0.130
H -0.80981 1.38367 0.04853 0.096 -0.084 0.010
```
Positions in Å, forces in eV/Å.

Properties
LUMO (alpha / beta)   -1.2 / -1.2 eV
SMILES string   C[N+](C)([O-])SP(Cl)Cl
Orbital gap (alpha / beta)   7.929 / 7.931 eV
Strongest force on any atom   1.22 eV/Å
E_HOMO (alpha / beta)   -9.09 / -9.09 eV

***

5.
ORCA calculation (ωB97M-V/def2-TZVPD) on a molecular structure, C2H6Cl2NOPS in a non-equilibrium geometry.

```
14
Properties=species:S:1:pos:R:3:forces:R:3
C 0.72233 1.58118 0.23624 -0.238 0.300 0.640
C -0.03782 -1.84116 0.08545 -0.171 -0.278 -0.422
N 0.93890 0.23661 -0.20357 2.882 -1.306 -0.445
O 0.37918 -0.64230 0.70322 0.175 0.800 0.588
P 3.14065 0.04344 0.11639 -2.054 1.112 0.859
S 3.90015 0.98170 1.63187 -0.492 -0.446 -0.785
Cl 3.42937 -1.93293 0.14250 -0.104 -0.409 -0.045
Cl 3.85404 0.58897 -1.67256 -0.006 0.078 -0.349
H -0.34300 1.79851 0.13604 -0.006 0.026 -0.055
H 1.01289 1.73927 1.28092 0.013 0.075 -0.019
H 1.29735 2.24072 -0.41141 -0.022 0.013 -0.013
H -1.01841 -1.70532 -0.37819 0.029 -0.012 0.004
H -0.10266 -2.58617 0.87729 0.015 0.041 -0.045
H 0.67427 -2.16124 -0.67659 -0.020 0.007 0.087
```
Positions in Å, forces in eV/Å.

Properties
LUMO   -0.4 eV
Orbital gap   8.451 eV
Strongest force on any atom   3.20 eV/Å
E_HOMO   -8.86 eV

***

6.
ORCA calculation (ωB97M-V/def2-TZVPD) on 2 unconnected molecules or ions with the total composition C2H6Cl2NP in a non-equilibrium geometry.

```
12
Properties=species:S:1:pos:R:3:forces:R:3
C 0.74119 2.03241 -0.34116 0.529 0.520 -1.277
C -1.01720 -1.06860 0.65032 -0.597 1.066 1.742
N 0.08477 2.08654 0.84080 -0.541 0.106 1.049
P 0.23439 -1.32483 -0.63521 0.088 0.046 0.055
Cl -0.52474 -2.98271 -1.55338 -0.388 -0.216 -0.183
Cl 1.77781 -2.24595 0.34781 0.130 0.092 0.366
H 0.75109 3.04059 -0.84136 -0.825 -0.560 -0.156
H 0.26237 1.18633 -0.98176 1.306 1.397 0.506
H 1.85376 2.03149 -0.17942 -0.406 -1.119 -0.126
H -0.83861 -0.18367 1.37549 0.528 -1.666 -0.935
H -1.86225 -0.63301 0.15226 -0.603 0.131 -0.946
H -1.46257 -1.93859 1.16561 0.778 0.203 -0.094
```
Positions in Å, forces in eV/Å.

Properties
LUMO (alpha / beta)   -0.7 / -0.6 eV
Orbital gap (alpha / beta)   8.867 / 8.723 eV
Strongest force on any atom   2.13 eV/Å
E_HOMO (alpha / beta)   -9.53 / -9.32 eV

***

7.
ORCA calculation (ωB97M-V/def2-TZVPD) on a gas-phase ion, C2H6Cl2O2PS (charge +1) in a non-equilibrium geometry.

```
14
Properties=species:S:1:pos:R:3:forces:R:3
C -0.54476 -0.87392 -0.44007 2.546 -1.600 -0.857
C 0.68138 1.62735 0.49518 -1.770 -0.709 -0.048
O 2.56578 -0.49687 -1.72486 -0.823 0.075 0.079
O -1.60358 -1.44520 0.05435 0.081 0.229 0.346
P 2.82760 -0.24628 -0.31560 0.001 -1.555 0.076
S 0.96157 -0.11990 0.98714 0.449 0.520 -1.336
Cl 3.74505 1.43444 0.01445 0.542 0.492 0.405
Cl 3.92061 -1.72273 0.49714 -0.519 0.639 0.122
H -1.55669 -2.39170 0.15626 0.205 -0.840 0.073
H 0.27620 -1.35950 -1.08697 -1.763 0.089 0.948
H -0.79049 0.07162 -0.76533 -0.344 2.100 -0.657
H 1.50536 2.15948 0.80701 1.672 1.183 0.961
H -0.17610 1.95894 1.09386 0.038 -0.062 -0.458
H 0.59040 1.82526 -0.58452 -0.314 -0.560 0.346
```
Positions in Å, forces in eV/Å.

Properties
LUMO   -4.8 eV
Orbital gap   10.542 eV
Strongest force on any atom   3.13 eV/Å
E_HOMO   -15.35 eV
Charge   +1

***

8.
ORCA calculation (ωB97M-V/def2-TZVPD) on 2 unconnected molecules or ions with the total composition C2H6Cl2OSi in a non-equilibrium geometry.

```
12
Properties=species:S:1:pos:R:3:forces:R:3
C -1.82796 -1.96839 -1.01741 -1.481 1.363 3.294
C 2.31215 1.83504 0.79831 -3.041 0.762 3.373
O -0.56450 -2.28851 -0.52200 0.395 -0.578 0.749
Si 0.90265 -2.03638 -1.12474 0.512 -0.556 0.523
Cl 0.67225 -1.56045 -3.09207 0.160 0.059 -0.578
Cl 1.87774 -3.86079 -0.81973 -0.029 0.459 -0.206
H -2.57533 -2.75347 -0.68642 0.882 1.002 -0.425
H -1.76045 -1.88544 -2.03931 -0.381 0.133 -2.473
H -2.09441 -0.92708 -0.56495 -0.042 -1.827 -0.855
H 1.68157 2.59146 0.35520 0.197 -0.099 -0.146
H 2.07387 1.51791 1.86215 0.324 0.495 -1.592
H 3.10419 1.40442 0.35409 2.503 -1.214 -1.664
```
Positions in Å, forces in eV/Å.

Properties
LUMO (alpha / beta)   -1.5 / 0.0 eV
Orbital gap (alpha / beta)   7.517 / 8.434 eV
Strongest force on any atom   4.60 eV/Å
E_HOMO (alpha / beta)   -9.01 / -8.48 eV

***

9.
ORCA calculation (ωB97M-V/def2-TZVPD) on 2 unconnected molecules or ions with the total composition C2H6ClISi in a non-equilibrium geometry.

```
11
Properties=species:S:1:pos:R:3:forces:R:3
C 1.38041 -0.01512 1.97951 3.479 0.995 0.461
C -0.29937 -0.16147 -1.93078 -0.643 -0.091 -1.137
Si -0.95783 0.02943 -0.11923 -0.169 -0.808 -1.234
Cl -1.58620 1.94132 0.22366 0.132 0.611 -0.002
I -2.96217 -1.30422 0.24871 -0.260 -0.323 -0.017
H 1.06451 0.62621 2.78572 -0.787 -0.027 0.088
H 1.45672 -1.07816 2.17896 -0.486 -0.046 -0.247
H 2.36990 0.42936 1.58304 -1.749 -0.827 0.057
H -0.67723 -1.07302 -2.56073 0.693 1.555 1.549
H -0.59343 0.76480 -2.50668 0.236 -0.866 0.608
H 0.80468 -0.15914 -1.88218 -0.447 -0.173 -0.126
```
Positions in Å, forces in eV/Å.

Properties
LUMO (alpha / beta)   0.7 / -2.1 eV
Expectation value of S²   2.005
Orbital gap (alpha / beta)   7.973 / 7.576 eV
2S+1   3
Strongest force on any atom   3.65 eV/Å
E_HOMO (alpha / beta)   -7.24 / -9.70 eV

***

10.
ORCA calculation (ωB97M-V/def2-TZVPD) on a single C2H6ClN molecule in a non-equilibrium geometry.

```
10
Properties=species:S:1:pos:R:3:forces:R:3
C -0.37362 -0.72582 -0.69700 0.781 -1.102 -0.601
C 0.14257 0.60705 -0.27323 -0.259 2.107 -7.860
N 0.38507 0.60657 1.47921 2.697 -1.967 4.069
Cl 1.65014 1.08458 -1.01019 0.436 0.067 -0.378
H -1.05497 -0.62804 -1.58099 0.317 -0.243 0.613
H -0.96955 -0.98589 0.16711 -0.779 -1.031 0.165
H 0.38027 -1.61072 -0.94083 -1.265 2.192 0.759
H -0.57196 1.44905 -0.42423 0.436 -0.824 0.269
H -0.53674 0.46420 1.72657 -2.257 -0.145 1.885
H 0.94879 -0.26099 1.55357 -0.106 0.948 1.079
```
Positions in Å, forces in eV/Å.

Properties
LUMO (alpha / beta)   0.9 / -2.8 eV
Expectation value of S²   2.007
Orbital gap (alpha / beta)   4.981 / 7.461 eV
2S+1   3
Strongest force on any atom   8.14 eV/Å
E_HOMO (alpha / beta)   -4.04 / -10.27 eV

***

11.
ORCA calculation (ωB97M-V/def2-TZVPD) on a single C2H6ClN3S molecule in a non-equilibrium geometry.

```
13
Properties=species:S:1:pos:R:3:forces:R:3
N -2.00259 -1.02985 -0.35766 0.327 0.850 0.525
N -0.65725 -1.19499 -0.35732 0.752 0.512 0.179
C 0.09316 -0.28456 0.14553 -0.898 -0.471 0.215
C 1.49367 -0.67305 0.24886 0.930 -1.255 1.663
Cl 2.62788 0.48328 -0.42064 0.490 0.649 -0.285
N -0.33315 0.92455 0.74073 -0.165 0.431 0.568
S -0.73679 2.22515 -0.29170 0.106 -0.157 0.060
H -2.37347 -1.61550 -1.06532 -0.569 -0.331 -0.591
H -2.23686 -0.05204 -0.46938 -0.561 -0.038 -0.020
H 1.57702 -1.60827 -0.27887 0.272 -0.220 -0.190
H 1.80438 -0.88343 1.31858 -0.327 0.455 -1.070
H 0.23322 1.27608 1.52817 -0.332 -0.670 -0.714
H 0.51078 2.43264 -0.74096 -0.026 0.243 -0.341
```
Positions in Å, forces in eV/Å.

Properties
LUMO   0.7 eV
SMILES string   N/N=C(/CCl)NS
Orbital gap   9.581 eV
Strongest force on any atom   2.28 eV/Å
E_HOMO   -8.87 eV

***

12.
ORCA calculation (ωB97M-V/def2-TZVPD) on a single C2H6ClNO2S2 molecule in a non-equilibrium geometry.

```
14
Properties=species:S:1:pos:R:3:forces:R:3
C -0.98071 0.12409 -0.83282 -2.254 2.378 1.473
C -0.06316 -1.02010 -0.65661 -1.416 -2.908 -0.223
N 0.69211 -1.13556 0.54660 0.378 0.953 1.029
O 3.30266 0.44633 0.48361 1.336 0.764 -0.066
O 5.23123 1.87433 -0.14877 0.318 1.789 -0.903
S 2.21181 -1.11426 0.66166 0.089 -1.020 1.028
S 4.93134 0.67789 0.51692 -2.685 -2.958 0.250
Cl 5.25941 -0.95368 -0.95324 0.263 0.235 0.293
H -0.51102 1.16990 -0.82831 -0.470 -1.657 0.098
H -1.61478 0.04835 -1.69646 0.548 -0.248 -1.274
H -1.88674 0.13183 -0.14541 1.571 0.058 0.242
H -0.63096 -2.05398 -0.78709 0.846 2.057 0.466
H 0.61362 -1.01443 -1.43857 1.452 -0.033 -2.095
H 2.69102 -1.63694 -0.50668 0.025 0.590 -0.319
```
Positions in Å, forces in eV/Å.

Properties
LUMO   -0.8 eV
Orbital gap   9.491 eV
Strongest force on any atom   4.00 eV/Å
E_HOMO   -10.25 eV